# C12H18KO9

A structure of composition C12H18KO9 in a non-equilibrium geometry (wB97M-V/def2-TZVPD, the OMol25 dataset).

```
40
C12H18KO9 | the OMol25 dataset | wB97M-V/def2-TZVPD
O 2.892 0.926 -0.280
H -0.354 0.543 -4.139
C -7.026 -0.980 3.203
H 3.934 1.813 -1.816
C 6.434 0.755 -0.146
C -3.506 -1.032 3.228
O 0.319 0.444 -2.148
H 4.286 0.113 -1.546
O -0.270 -0.394 -0.185
C 3.153 0.481 0.903
C -4.971 0.710 3.375
H 0.809 -2.070 -3.894
O 4.473 0.830 1.143
H 6.442 -0.332 -0.227
K -0.055 -0.956 2.401
H 2.667 -0.088 -3.605
C 4.067 1.055 -1.044
H 7.069 0.988 -1.001
O -3.649 0.257 3.562
O -0.309 -1.606 -2.130
H 1.939 1.473 -4.184
C -5.729 -0.413 2.633
H 5.237 2.500 0.184
H -0.891 -1.602 -3.995
H -7.845 -0.284 3.018
C -0.088 -0.565 -1.386
O 2.509 -0.211 1.643
H -6.944 -1.017 4.289
C 1.814 0.395 -4.082
H -7.406 -1.927 2.822
O -4.705 -1.520 2.844
H -5.176 1.591 2.767
O -2.481 -1.700 3.353
H 7.143 1.013 0.641
H 1.888 0.077 -5.122
C 5.056 1.441 0.001
H -5.490 0.874 4.320
C 0.391 0.077 -3.494
H -5.673 -0.238 1.559
C 0.045 -1.421 -3.467
```

Values from the calculation:
Charge: +1
Relative energy (zero: lowest compared OMol25 entry of this formula, charge and spin): 1.643 eV
E_tot: -1745.02704 hartree
Gap between HOMO and LUMO: 11.54 eV
Strongest force on any atom: 3.58 eV/A